Entry 1:
Entry from OMol25: a structure of composition C3H5InNO3S2 at a distorted geometry (ωB97M-V/def2-TZVPD).

Summary:
Charge: +3
LUMO energy, hartree: -0.67287
HOMO energy, eV: -21.184
Kohn-Sham gap, eV: 2.9

Each line ends with the Löwdin charge.
Geometry (Å):
C -1.23 -0.06 0.73  -0.229
C -1.10 -0.06 -0.93  -0.185
O -0.41 -1.25 -1.46  -0.250
S 1.30 -1.08 -1.40  1.328
O 1.70 0.28 -2.10  -0.215
O 1.78 -1.07 0.25  -0.247
N 2.95 -0.43 0.42  0.135
C 2.71 0.86 0.90  -0.195
S 2.25 2.53 0.80  1.192
H -2.06 0.71 1.04  -0.053
H -0.22 0.30 1.25  0.102
H -1.55 -1.14 1.05  0.010
H -2.23 -0.14 -1.31  0.190
H -0.70 0.97 -1.34  0.159
In -3.19 -0.40 2.11  1.258

Entry 2:
Entry from OMol25: a structure of composition C42H57BaBrN10O4SSi2 at a distorted geometry (ωB97M-V/def2-TZVPD).

Summary:
Charge: -2
LUMO energy, hartree: 0.14050
HOMO energy, eV: 0.063
Kohn-Sham gap, eV: 3.8
Energy relative to the best compared isomer or geometry (same formula, charge and spin), kcal/mol: 0.00

Each line ends with the Löwdin charge.
Geometry (Å):
Ba 0.15 1.61 -0.33  1.430
N -4.61 -1.30 -6.85  0.071
C -3.38 -0.79 -6.38  -0.331
C -2.64 0.10 -7.16  -0.047
C -1.43 0.60 -6.71  -0.072
C -0.94 0.20 -5.48  -0.290
C -1.67 -0.69 -4.70  -0.046
C -2.88 -1.19 -5.15  -0.026
S 0.53 0.91 -4.79  0.589
O 1.18 1.68 -5.83  -0.330
O 1.31 -0.23 -4.29  -0.365
N 0.03 1.69 -3.51  -0.145
C -0.70 2.82 -3.62  -0.479
N -0.94 3.45 -2.44  0.039
C -1.65 4.56 -2.48  -0.158
C -2.15 5.10 -3.66  -0.083
C -1.88 4.37 -4.80  -0.156
N -1.17 3.25 -4.81  0.127
H -5.09 -0.67 -7.47  0.073
H -5.22 -1.58 -6.09  0.079
H -3.03 0.42 -8.13  0.099
H -0.87 1.32 -7.28  0.106
H -1.30 -0.97 -3.72  0.104
H -3.45 -1.86 -4.51  0.110
H -1.82 5.05 -1.52  0.100
H -2.73 6.01 -3.67  0.082
H -2.25 4.69 -5.77  0.098
N 3.90 1.51 -1.56  0.188
C 3.92 2.70 -0.93  -0.442
N 5.09 3.35 -0.90  0.161
C 5.01 4.54 -0.31  -0.471
N 6.17 5.26 -0.23  0.121
N 3.93 5.09 0.23  0.160
C 2.82 4.34 0.15  -0.260
N 2.76 3.14 -0.42  0.129
C 1.61 4.87 0.82  -0.225
C 1.68 6.00 1.64  -0.032
C 0.53 6.43 2.27  -0.091
C -0.65 5.72 2.08  -0.063
C -0.62 4.59 1.30  -0.164
N 0.48 4.17 0.67  -0.022
H 4.77 1.10 -1.84  0.101
H 3.09 0.92 -1.51  0.075
H 6.89 4.99 -0.89  0.082
H 6.05 6.24 -0.07  0.083
H 2.63 6.50 1.77  0.091
H 0.56 7.31 2.90  0.091
H -1.57 6.02 2.56  0.097
H -1.49 3.95 1.20  0.095
O 0.28 1.85 1.82  -1.199
O 0.92 -0.85 -1.68  -0.212
H 1.13 -0.69 -2.63  -0.018
H 0.90 -1.81 -1.56  0.021
C -4.01 -4.24 -0.16  -0.146
C -4.89 -3.49 0.61  -0.137
C -4.79 -2.11 0.68  -0.128
C -3.80 -1.40 -0.04  -0.383
C -2.91 -2.19 -0.80  -0.163
C -3.01 -3.56 -0.86  -0.140
Si -3.62 0.44 -0.20  0.700
C -4.71 1.66 0.66  -0.378
C -5.80 1.38 1.50  -0.126
C -6.62 2.38 2.01  -0.136
C -6.37 3.72 1.73  -0.146
C -5.28 4.03 0.92  -0.128
C -4.48 3.03 0.39  -0.157
H -4.09 -5.32 -0.21  0.074
H -5.67 -3.99 1.17  0.084
H -5.48 -1.58 1.31  0.066
H -2.14 -1.69 -1.38  0.076
H -2.30 -4.12 -1.46  0.089
H -2.19 0.83 -0.23  -0.185
H -6.01 0.36 1.78  0.066
H -7.45 2.11 2.65  0.084
H -7.01 4.50 2.13  0.075
H -5.06 5.07 0.69  0.087
H -3.67 3.31 -0.27  0.075
C 2.61 -4.05 5.15  -0.103
C 2.45 -2.66 4.52  -0.628
C 1.26 -1.96 5.19  -0.121
C 3.69 -1.83 4.88  -0.115
Si 2.21 -2.74 2.60  0.440
Br 1.46 -0.72 2.02  0.595
C 0.86 -4.02 2.09  -0.618
C 1.37 -5.47 2.12  -0.098
C -0.36 -3.92 3.01  -0.102
C 0.33 -3.72 0.68  -0.120
C 3.89 -3.02 1.66  -0.621
C 3.62 -3.32 0.18  -0.108
C 4.71 -4.18 2.24  -0.102
C 4.75 -1.75 1.68  -0.121
H 2.82 -3.94 6.22  0.079
H 3.44 -4.62 4.71  0.062
H 1.71 -4.65 5.05  0.059
H 1.45 -1.93 6.27  0.080
H 0.32 -2.47 5.03  0.056
H 1.15 -0.94 4.84  0.058
H 3.73 -1.71 5.96  0.080
H 3.65 -0.84 4.43  0.079
H 4.62 -2.31 4.57  0.057
H 1.77 -5.76 3.09  0.062
H 2.14 -5.66 1.37  0.060
H 0.53 -6.15 1.89  0.082
H -0.14 -4.25 4.03  0.058
H -1.16 -4.55 2.62  0.085
H -0.75 -2.90 3.05  0.085
H 1.10 -3.78 -0.09  0.054
H -0.14 -2.74 0.63  0.055
H -0.44 -4.46 0.43  0.077
H 3.13 -4.28 0.02  0.061
H 4.58 -3.35 -0.35  0.083
H 3.02 -2.54 -0.28  0.067
H 4.16 -5.12 2.26  0.063
H 5.05 -3.97 3.26  0.058
H 5.60 -4.33 1.62  0.079
H 4.23 -0.91 1.21  0.049
H 5.67 -1.94 1.12  0.080
H 5.03 -1.43 2.68  0.055

Entry 3:
Entry from OMol25: a cluster of 6 separate species, C4H22N2O5 in total at a distorted geometry (ωB97M-V/def2-TZVPD).

Summary:
LUMO energy, hartree: 0.00791
HOMO energy, eV: -9.273
Structure (SMILES): CNCCNC.O.O.O.O.O
Kohn-Sham gap, eV: 9.5
Energy relative to the best compared isomer or geometry (same formula, charge and spin), kcal/mol: 69.16

Each line ends with the Löwdin charge.
Geometry (Å):
C 0.60 -2.23 2.19  -0.152
N 0.56 -1.42 0.99  -0.159
C -0.31 -2.01 -0.11  -0.257
C -1.41 -1.13 -0.58  -0.187
N -0.79 0.24 -1.07  -0.115
C -1.81 1.25 -1.46  -0.116
H -0.14 -2.09 2.97  0.075
H 1.43 -1.85 2.75  0.060
H 0.77 -3.27 1.81  0.089
H 1.58 -1.21 0.66  0.126
H 0.29 -2.65 -0.87  0.135
H -0.90 -2.95 0.45  0.155
H -1.82 -1.82 -1.43  0.135
H -2.21 -1.03 0.09  0.083
H -0.21 0.63 -0.35  0.044
H -2.43 0.84 -2.19  0.047
H -2.38 1.86 -0.72  0.077
H -1.21 2.09 -1.95  0.097
O 0.95 1.59 2.21  -0.109
H 1.97 1.47 2.12  0.107
H 0.71 1.02 1.44  -0.002
O -2.09 1.53 2.47  -0.201
H -2.10 2.66 2.35  0.150
H -1.10 1.58 2.79  0.026
O 1.96 0.43 -1.06  -0.031
H 2.60 -0.19 -1.54  0.119
H 1.28 0.50 -1.62  -0.068
O 2.26 3.38 -0.19  -0.125
H 2.38 2.42 -0.60  0.057
H 1.79 3.09 0.62  -0.008
O 0.21 -0.99 -3.70  -0.098
H -0.70 -1.36 -3.54  0.049
H 0.26 -0.36 -2.94  -0.005

Entry 4:
Entry from OMol25: the molecule C5H4N2O2 at a distorted geometry (ωB97M-V/def2-TZVPD).

Summary:
LUMO energy, hartree: 0.00460
HOMO energy, eV: -11.492
Structure (SMILES): CC(=O)OC(C#N)C#N
Kohn-Sham gap, eV: 11.6
Energy relative to the best compared isomer or geometry (same formula, charge and spin), kcal/mol: 43.32

Each line ends with the Löwdin charge.
Geometry (Å):
C -2.29 -0.28 0.38  0.029
C -1.04 0.21 -0.37  -0.545
O -0.95 0.57 -1.51  0.125
O 0.00 -0.11 0.39  0.027
C 1.33 0.08 -0.24  -0.250
C 2.14 -1.08 0.08  -0.129
N 2.89 -1.95 0.21  0.201
C 2.01 1.25 0.15  -0.145
N 2.61 2.18 0.47  0.215
H -1.95 -0.71 1.34  0.085
H -3.03 -0.97 -0.10  0.109
H -2.79 0.75 0.50  0.114
H 1.08 0.06 -1.30  0.163